Below is a 2-piece molecular cluster, C2H5O3S overall at a distorted geometry, with properties calculated with wB97M-V/def2-TZVPD.

The geometry in XYZ format:
```
11
Properties=species:S:1:pos:R:3:forces:R:3:lowdin_charge:R:1
C -0.0251 -0.0689 0.8804 1.22 -1.20 -0.72 -0.154
C 0.4542 -0.1243 -0.5387 -5.28 4.17 -2.07 -0.230
O 2.6274 0.9042 -1.5792 -0.15 0.35 -0.42 -0.603
O 0.5581 1.9624 -2.5591 0.25 -0.79 0.18 -0.560
O -1.1956 0.0918 -1.4914 1.90 -1.60 2.91 -0.269
S 1.3058 1.5601 -1.3390 0.42 -0.77 1.38 0.664
H -0.8387 -0.7468 1.1937 0.05 0.48 -0.62 0.076
H 0.8489 -0.4530 1.4081 0.24 0.25 0.62 0.066
H -0.1822 0.9591 1.1180 -0.38 0.63 0.51 0.049
H 0.7001 -0.9933 -1.0131 1.07 -2.34 -0.91 0.037
H -0.9333 0.6157 -2.2307 0.68 0.82 -0.85 -0.076
```
Positions in Å, forces in eV/Å.

Calculated values
Total energy ... -703.0703 hartree
Maximum force ... 7.04 eV/A
Total charge ... -1
Kohn-Sham gap ... 7.57 eV


Below is C3H11AsMnOSSe4 as an isolated structure, with properties calculated with wB97M-V/def2-TZVPD.

The geometry in XYZ format:
```
22
Properties=species:S:1:pos:R:3:forces:R:3:mulliken_spin:R:1
Mn 1.3369 -1.5069 -1.4016 -0.19 0.37 0.15 4.344
Se -0.4964 -3.1107 -1.2282 0.10 0.03 0.01 -0.102
Se 1.5679 -4.1509 -1.4867 -0.02 -0.18 0.11 -0.058
Se 2.4479 -2.9664 -3.3433 0.15 0.19 -0.10 -0.040
Se 3.5719 -1.1893 -2.3196 -0.17 -0.18 -0.07 -0.138
O 1.9800 -1.5079 0.7493 -0.06 0.00 -0.12 0.014
H 1.5957 -2.2475 1.2383 0.02 -0.06 0.03 -0.001
H 2.9396 -1.6239 0.7865 0.03 0.00 0.03 0.001
C -1.6623 2.7999 -0.2793 0.05 -0.07 -0.01 -0.002
As -0.7782 1.1345 0.0927 -0.13 0.06 0.17 0.003
C 0.3189 1.3974 1.6531 -0.04 -0.06 -0.07 0.003
C -2.1310 -0.1583 0.5465 0.06 0.05 -0.01 0.004
S 0.3526 0.6604 -1.6536 0.19 -0.14 -0.07 -0.029
H -2.2302 3.1203 0.5925 0.01 -0.03 0.02 0.001
H -2.3266 2.6588 -1.1291 0.00 0.00 0.00 0.000
H -0.9074 3.5436 -0.5267 0.00 -0.01 0.00 0.000
H -0.3266 1.5599 2.5157 0.00 0.00 -0.01 0.000
H 0.9569 2.2647 1.4980 -0.01 0.00 -0.05 0.000
H 0.9355 0.5140 1.8010 -0.02 0.01 0.00 0.000
H -2.5935 0.1292 1.4901 0.01 0.03 -0.01 0.000
H -1.6699 -1.1387 0.6454 0.01 -0.01 0.01 0.000
H -2.8816 -0.1821 -0.2408 0.03 0.00 -0.03 0.000
```
Positions in Å, forces in eV/Å.

Calculated values
Total energy ... -13586.6851 hartree
Maximum force ... 0.44 eV/A
2S+1 ... 5
Total charge ... +1
Kohn-Sham gap (spin up / spin down) ... 5.39 / 7.50 eV


Below is C23H39Cl2N5O3PSr as an isolated structure at a distorted geometry, with properties calculated with wB97M-V/def2-TZVPD.

The geometry in XYZ format:
```
74
Properties=species:S:1:pos:R:3:forces:R:3:lowdin_charge:R:1
O 1.9817 -3.6162 -0.9152 0.63 -0.77 -0.58 -0.085
C 3.0784 -4.1951 -0.9603 0.66 -0.34 0.41 -0.253
C 3.3066 -5.6692 -1.1929 -0.81 1.29 -0.30 -0.205
C 2.2613 -6.3820 -1.7929 -0.39 -0.25 0.32 -0.062
H 1.4589 -5.8242 -2.2731 0.05 -0.10 0.30 0.106
C 2.2113 -7.7601 -1.6963 -0.05 0.04 -0.23 -0.109
H 1.3256 -8.2748 -2.0711 0.32 -0.05 0.03 0.096
C 3.2656 -8.4589 -1.1056 0.15 0.02 -0.05 -0.119
H 3.2120 -9.5428 -1.0276 0.08 0.19 0.07 0.087
C 4.4076 -7.7621 -0.6783 -0.19 0.27 -0.18 -0.107
H 5.2441 -8.3200 -0.2625 -0.06 0.17 -0.13 0.092
C 4.4458 -6.3674 -0.7519 -0.17 -0.04 0.13 -0.058
H 5.3218 -5.7925 -0.4437 -0.23 -0.25 0.16 0.107
H 4.0179 -3.6473 -0.7232 -0.41 0.13 -0.03 0.091
C 0.9106 -1.5855 3.0423 -0.26 -0.39 0.91 -0.195
C 0.8206 -0.1657 2.7412 -0.28 0.41 -3.25 -0.226
H 0.9954 -1.6865 4.1392 0.13 -0.73 0.21 0.049
H 1.7363 -2.1375 2.5538 -0.21 0.46 0.22 0.058
H -0.0344 -2.0889 2.7329 0.49 0.34 0.17 0.062
C 0.5443 0.9961 3.2768 -0.16 -0.54 0.78 -0.288
C 0.4176 1.2197 4.7620 0.01 0.17 0.35 -0.138
H 0.2911 1.8748 2.6787 0.35 0.05 -0.22 0.039
H 0.6158 0.2972 5.3211 -0.13 0.21 -0.01 0.057
H -0.5650 1.6167 5.0287 -0.22 -0.18 0.09 0.042
H 1.1176 1.9841 5.0953 0.29 0.08 0.16 0.048
Sr 0.7063 -0.4912 -0.4566 -0.26 0.24 1.54 0.949
Cl -1.9623 -1.0259 0.3447 -0.08 -0.91 -0.62 -0.347
Cl 3.4304 -0.6812 -0.0841 0.40 -0.09 -0.26 -0.282
H -0.1189 -2.7761 -3.9905 0.25 0.01 0.31 0.099
H -2.5233 -2.5635 -4.5811 -0.08 0.17 0.33 0.090
C -0.2169 -2.1035 -3.1295 -0.21 0.00 0.08 -0.068
C -2.6449 -1.9658 -3.6625 0.17 0.16 0.28 -0.048
N -1.3923 -1.2781 -3.3531 -0.20 0.52 -0.02 -0.200
H 0.6740 -1.4656 -3.0548 -0.24 -0.25 -0.23 0.073
C -1.3753 0.0602 -3.1693 0.64 0.08 0.20 -0.334
O -0.3677 0.7442 -2.9013 -1.13 -1.07 0.06 -0.077
H -3.4171 -1.2012 -3.8204 0.14 -0.34 0.01 0.085
H -2.3972 0.4864 -3.2857 0.58 0.12 0.01 0.139
H -0.3422 -2.6939 -2.2037 0.10 0.07 -0.37 0.083
H -2.9485 -2.6095 -2.8187 0.13 0.21 -0.34 0.097
H 3.0065 5.1385 -0.5975 -0.14 -0.39 0.31 0.091
H 4.2030 3.7645 -2.5440 -0.17 0.06 -0.05 0.086
C 3.1405 4.2357 0.0312 0.39 -0.11 -0.33 -0.021
C 4.2533 2.9638 -1.8032 0.00 0.13 0.03 -0.056
N 3.1857 3.0516 -0.8296 0.09 0.47 -0.03 -0.176
H 2.3370 4.1445 0.7687 0.22 -0.06 -0.25 0.089
C 2.2865 2.0657 -0.8081 -1.45 -0.69 1.01 -0.423
O 1.3207 1.9478 -0.0193 1.30 0.52 -1.39 -0.174
H 4.1494 2.0026 -2.2955 0.28 -0.03 -0.14 0.081
H 2.4891 1.2779 -1.5749 -0.01 0.65 0.35 0.063
H 4.1235 4.3431 0.5275 -0.50 -0.11 -0.01 0.092
H 5.2367 3.0299 -1.3355 -0.03 -0.15 0.17 0.091
C -4.1189 4.2492 -0.1214 0.25 -0.60 0.98 -0.193
N -4.7061 2.9565 0.3013 -0.42 0.42 -0.53 -0.178
C -5.0726 3.0196 1.7229 0.93 0.43 -0.37 -0.195
N -3.9442 3.4068 2.5816 -0.07 0.31 0.54 -0.178
C -3.3550 4.6809 2.1233 -0.31 -0.87 -0.73 -0.190
N -2.9567 4.6327 0.7013 -0.33 0.74 -0.02 -0.178
C -1.8238 3.7228 0.4905 -0.38 -0.24 0.21 -0.351
P -2.1705 1.9340 0.9712 0.52 0.62 -0.12 0.921
C -3.7944 1.8516 0.0044 0.47 0.02 0.65 -0.363
C -2.9199 2.3590 2.6546 -0.04 -0.16 -0.54 -0.327
H -4.8978 5.0179 -0.0020 0.23 -0.11 -0.16 0.115
H -3.7899 4.1623 -1.1681 -0.22 0.11 0.26 0.118
H -5.4400 2.0347 2.0368 -0.03 0.25 -0.01 0.123
H -5.8468 3.7920 1.8317 0.01 -0.25 0.02 0.115
H -2.4622 4.8986 2.7300 -0.37 0.03 -0.13 0.121
H -4.1222 5.4598 2.2404 0.25 -0.04 0.01 0.114
H -1.5522 3.7374 -0.5754 0.05 0.03 0.22 0.078
H -0.9635 4.0855 1.0704 -0.09 -0.08 -0.17 0.075
H -4.2671 0.8949 0.2537 0.03 0.10 -0.20 0.055
H -3.5411 1.8648 -1.0682 -0.13 -0.12 0.27 0.073
H -2.1118 2.6878 3.3322 -0.28 -0.23 -0.25 0.072
H -3.3677 1.4383 3.0579 0.17 0.23 0.03 0.087
```
Positions in Å, forces in eV/Å.

Calculated values
Total energy ... -2691.7907 hartree
Maximum force ... 3.29 eV/A
Total charge ... -1
Kohn-Sham gap (spin up / spin down) ... 5.31 / 2.18 eV


Below is one molecule with the formula C11H17P at a distorted geometry, with properties calculated with wB97M-V/def2-TZVPD.

The geometry in XYZ format:
```
29
Properties=species:S:1:pos:R:3:forces:R:3:lowdin_charge:R:1
C -3.5090 -2.1412 0.7833 -0.02 0.62 -0.17 0.137
C -3.4724 -0.9802 0.4710 -0.08 -0.98 0.34 -0.227
C -3.3595 0.3662 0.1072 -4.08 4.15 1.29 -0.549
C -4.4302 1.3041 0.4797 4.16 -3.63 -1.48 0.044
P -1.9310 1.0113 -0.8072 0.58 -0.57 0.18 1.015
C -0.7731 -0.1390 -0.4170 -0.54 0.73 -0.34 -0.389
C 0.6200 -0.1179 -0.9592 0.13 -0.08 0.00 -0.425
C 0.9287 -1.5190 -1.4979 0.01 0.22 -0.16 -0.063
C 1.6537 0.3995 0.0840 0.07 0.21 0.04 -0.585
C 1.3282 1.8627 0.4014 -0.02 -0.23 0.06 -0.072
C 1.6119 -0.4009 1.3861 -0.06 0.04 -0.19 -0.050
C 3.0668 0.3339 -0.5038 -0.29 -0.04 0.05 -0.057
H -3.5720 -3.1520 1.0605 -0.02 -0.52 0.13 0.022
H -4.3274 2.3366 0.2201 -0.01 0.40 -0.14 0.024
H -5.2891 0.9564 1.0180 -0.24 -0.10 0.16 0.045
H -1.0149 -0.9711 0.2311 -0.07 -0.12 0.08 0.059
H 0.6556 0.5830 -1.8022 0.04 0.02 0.04 0.124
H 1.0189 -2.2413 -0.6915 0.00 -0.12 0.10 0.076
H 0.1163 -1.8376 -2.1493 -0.01 -0.08 -0.04 0.081
H 1.8463 -1.5244 -2.0808 0.09 -0.05 -0.02 0.073
H 0.3500 1.9465 0.8724 -0.01 0.07 0.02 0.059
H 1.3219 2.4617 -0.5063 0.00 0.13 -0.13 0.085
H 2.0691 2.2775 1.0811 0.11 0.05 0.08 0.082
H 1.8282 -1.4542 1.2215 0.04 -0.12 0.01 0.078
H 0.6365 -0.3186 1.8602 -0.09 -0.01 0.11 0.081
H 2.3572 -0.0108 2.0761 0.07 0.02 0.10 0.086
H 3.3903 -0.6933 -0.6402 0.10 -0.15 -0.05 0.076
H 3.7709 0.8202 0.1664 0.10 0.07 0.09 0.082
H 3.1083 0.8419 -1.4649 0.04 0.07 -0.16 0.088
```
Positions in Å, forces in eV/Å.

Calculated values
Total energy ... -770.5646 hartree
Maximum force ... 5.96 eV/A
Kohn-Sham gap ... 8.35 eV
SMILES ... C#CC(=C)/P=C/[C@H](C)C(C)(C)C


Below is a 2-piece molecular cluster, C4H7FS overall at a distorted geometry, with properties calculated with wB97M-V/def2-TZVPD.

The geometry in XYZ format:
```
13
Properties=species:S:1:pos:R:3:forces:R:3:lowdin_charge:R:1
C 1.6903 -1.0604 -0.4116 0.13 -0.78 -0.21 -0.004
C 0.4339 -1.3662 -0.6869 0.58 -0.07 -0.20 -0.240
F 0.0400 -2.6231 -0.9466 -0.10 -0.21 -0.05 0.012
H 1.9610 -0.0332 -0.2076 0.21 -0.55 -0.05 -0.062
H 2.4623 -1.8223 -0.3829 -0.17 -0.04 -0.08 0.076
H -0.3915 -0.6628 -0.7315 0.20 -0.50 -0.36 0.070
C -1.5618 1.1408 0.4550 -0.10 0.29 -0.03 -0.157
C -0.0839 0.9461 0.5523 0.00 0.76 0.64 -0.743
S 1.0480 1.8913 -0.1026 -0.67 0.77 0.21 0.755
H -1.9912 1.2350 1.4605 0.09 -0.03 -0.12 0.087
H -2.0201 0.2544 0.0024 -0.09 0.13 0.08 0.076
H -1.8174 2.0314 -0.1302 0.08 -0.26 0.12 0.075
H 0.2304 0.0690 1.1298 -0.15 0.51 0.06 0.056
```
Positions in Å, forces in eV/Å.

Calculated values
Total energy ... -654.5741 hartree
Maximum force ... 1.04 eV/A
Kohn-Sham gap ... 8.55 eV
SMILES ... C=CF.CC=S


Below is one molecule with the formula C7H13NS at a distorted geometry, with properties calculated with wB97M-V/def2-TZVPD.

The geometry in XYZ format:
```
22
Properties=species:S:1:pos:R:3:forces:R:3:mulliken_spin:R:1
C 1.5129 -0.0148 1.2057 -2.38 1.08 -2.15 -0.065
C -1.7399 -0.5097 -0.6113 0.90 -0.95 -0.84 0.019
C -0.7879 -1.4453 1.5797 -0.91 1.23 -0.87 0.015
C -0.1196 1.6039 0.6992 0.95 -1.73 -0.26 -0.021
C 2.9806 -0.3674 -0.9982 -0.21 -1.37 -1.33 -0.064
C -0.4632 -0.9561 0.1166 -0.06 1.94 1.83 -0.026
C 0.5699 0.3182 0.1759 -1.45 -1.99 3.80 0.388
N 2.0942 -0.0297 2.1730 2.51 -0.51 3.03 0.100
S 1.4625 0.4904 -1.5404 1.38 0.22 -2.95 1.541
H -2.4543 -1.3043 -0.4861 -0.60 -0.21 -0.03 0.000
H -1.4847 -0.4780 -1.6733 -0.32 0.25 -0.12 -0.014
H -2.1892 0.4452 -0.3298 0.22 -0.40 0.18 -0.002
H -0.8053 -2.4974 1.6971 0.13 -1.27 -0.36 -0.004
H -1.8141 -1.1379 1.8117 0.28 0.27 0.34 -0.001
H -0.0752 -1.0915 2.2994 0.00 0.32 0.45 0.003
H -0.0893 1.6406 1.7443 0.24 -0.45 1.86 0.011
H 0.3885 2.4864 0.4735 0.63 1.55 -1.24 -0.011
H -1.1405 1.5937 0.5186 -1.64 0.57 -1.00 0.006
H 3.7777 0.1149 -1.6040 -0.40 -0.48 0.61 0.035
H 2.8913 -1.4823 -1.3377 0.08 1.92 0.38 0.061
H 3.1334 -0.3756 0.0794 0.29 0.19 -0.26 0.018
H 0.0088 -1.8188 -0.3090 0.36 -0.15 -1.06 0.010
```
Positions in Å, forces in eV/Å.

Calculated values
Total energy ... -727.2384 hartree
Maximum force ... 4.53 eV/A
2S+1 ... 3
Kohn-Sham gap (spin up / spin down) ... 5.49 / 8.06 eV


Below is C16H10BrF5OPt as an isolated structure at a distorted geometry, with properties calculated with wB97M-V/def2-TZVPD.

The geometry in XYZ format:
```
34
Properties=species:S:1:pos:R:3:forces:R:3:mulliken_spin:R:1
C -1.7928 -0.3487 -1.4977 1.05 1.64 1.43 0.203
C -1.7365 -1.0187 -0.2114 -0.79 0.46 -0.38 0.179
C -1.9272 -0.0322 0.7487 -1.46 -0.67 0.09 0.101
H -1.5045 -2.0899 -0.0765 -0.56 0.84 -0.05 0.000
C -2.0023 1.2422 0.1022 -0.28 0.29 1.34 0.257
C -1.8422 1.1460 -1.2657 -0.10 -2.84 -0.98 -0.007
H -1.9783 1.8634 -2.0814 0.01 -0.17 0.83 -0.014
H -2.0164 -0.8397 -2.4007 -0.20 -0.41 -0.65 -0.009
H -2.2844 -0.2737 1.7661 0.92 0.51 -0.43 0.000
H -2.2314 2.1478 0.6349 0.16 0.27 0.09 0.019
Pt 0.3624 0.1962 -1.3157 0.51 0.14 -0.52 1.102
Br 2.8922 -0.6503 -0.9937 -0.34 0.19 1.04 0.205
C 1.5992 0.6315 -3.3233 -0.31 0.82 -0.03 0.105
C 0.3850 1.3626 -3.4591 0.61 -0.40 0.06 0.153
C -0.6758 0.4438 -3.7939 1.06 -0.70 -1.37 0.360
H 0.3096 2.4410 -3.4266 -0.02 -0.11 0.00 -0.003
C -0.1152 -0.8596 -3.8129 1.08 0.51 -0.53 0.054
C 1.2755 -0.7713 -3.4418 -1.63 -0.48 -1.26 0.320
H 1.9285 -1.6401 -3.3402 -0.15 0.65 -0.16 0.000
H 2.6067 1.0788 -3.2727 -0.87 -0.46 0.29 -0.006
H -1.6810 0.7136 -4.1144 0.29 -0.07 0.30 -0.016
H -0.5892 -1.7668 -4.1788 -0.05 0.19 0.45 0.004
F 1.1177 0.4811 6.1780 -0.63 -0.15 -1.64 0.025
C 0.9183 0.1420 4.8638 1.87 0.91 1.59 0.273
C 1.0322 1.1592 3.8625 -0.71 -0.36 -0.33 -0.086
F 1.0196 2.4630 4.2186 0.18 -1.25 -0.23 -0.007
C 0.9846 0.7637 2.5317 -0.87 0.45 0.63 0.184
F 0.8778 1.7205 1.5880 0.23 -1.23 0.72 0.019
C 0.7391 -0.6658 2.2114 0.53 0.44 -1.44 0.016
O 0.4018 -1.0671 1.0767 1.20 0.42 0.85 0.428
C 0.9243 -1.6334 3.2479 -0.09 -0.66 0.69 0.199
F 0.9090 -2.9464 2.8896 -0.03 1.89 0.78 0.019
C 1.0263 -1.2170 4.5719 -0.79 -1.68 -1.09 -0.068
F 1.0674 -2.1756 5.5146 0.16 1.01 -0.12 -0.008
```
Positions in Å, forces in eV/Å.

Calculated values
Total energy ... -3883.2934 hartree
Maximum force ... 3.01 eV/A
2S+1 ... 5
Kohn-Sham gap (spin up / spin down) ... 7.54 / 5.05 eV


Question: Among the records above, which one has the highest maximum force?
Answer: C2H5O3S